An isolated molecule of C8H8N2O3 at a distorted geometry, computed with the ωB97M-V functional and the def2-TZVPD basis.

```
21
Properties=species:S:1:pos:R:3:forces:R:3
C 1.558 2.017 -0.113 -0.53 0.54 0.17
C 2.179 0.763 -0.372 0.07 -0.76 -0.04
C 0.232 2.091 0.151 0.40 0.36 0.01
C 1.481 -0.391 -0.270 0.42 -0.10 -0.21
C -0.576 0.914 0.140 -1.11 -0.05 -0.11
C 0.097 -0.376 0.126 -0.27 -0.42 0.34
C -1.948 0.986 0.155 0.90 0.20 0.06
C -2.872 -0.076 -0.266 -0.92 -0.26 -0.24
N -0.588 -1.363 0.623 0.16 0.52 0.50
N -0.140 -2.615 0.657 0.27 -0.37 -0.31
O -2.586 2.124 0.532 -0.01 -0.14 -0.05
O -4.042 -0.039 0.070 0.26 0.02 0.02
O -2.427 -0.945 -1.180 0.05 -0.06 -0.27
H 2.157 2.913 -0.168 0.00 0.11 0.02
H 3.227 0.747 -0.638 0.03 -0.07 -0.02
H -0.265 3.038 0.293 0.04 0.11 0.02
H 1.969 -1.338 -0.455 0.10 -0.02 -0.03
H -0.627 -3.189 1.328 0.18 0.10 -0.10
H 0.838 -2.829 0.494 -0.19 0.09 0.11
H -3.540 1.925 0.541 0.19 -0.04 -0.05
H -3.149 -1.550 -1.412 -0.03 0.22 0.18
```
Positions in Å, forces in eV/Å.

E_HOMO (alpha / beta): -7.19 / -7.17 eV
SMILES string: N/N=C1\C=CC=C\C1=C(/O)C(=O)O
Total energy: -17546.6429 eV
Gap between HOMO and LUMO (alpha / beta): 6.66 / 6.63 eV
LUMO energy (alpha / beta): -0.5 / -0.5 eV

Here are the natural (NBO) charges for atoms 1 to 6, given in e:
1. C -0.23
2. C -0.19
3. C -0.16
4. C -0.24
5. C -0.10
6. C 0.10